No. 1
Computed, not measured: C43H41BF6N3O18P2S as an isolated structure in a non-equilibrium geometry, with ωB97M-V/def2-TZVPD.

Its net charge is +1. The calculated total energy comes out at -132954.106 eV. As for the highest occupied orbital energy: -11.214 eV. The frontier orbital gap is 6.01 eV. The LUMO energy is -5.204 eV.

Cartesian coordinates (Å):
1 S -1.200 -1.294 0.400
2 P 1.604 -2.987 0.489
3 P -0.796 -0.741 3.165
4 F -3.802 -0.887 1.029
5 F 0.645 1.585 -2.070
6 F -2.666 0.980 0.825
7 F 4.903 0.844 -0.951
8 F -3.195 -0.201 -0.903
9 F 0.325 1.790 1.640
10 O 8.112 -3.212 -0.124
11 O 3.560 1.662 -2.389
12 O -9.289 4.056 -0.478
13 O 1.567 -5.611 2.867
14 O 0.208 -1.172 4.448
15 O 10.261 -5.349 -4.469
16 O -4.550 1.010 -2.798
17 O 1.441 -0.287 -2.778
18 O -5.247 4.968 -4.662
19 O -11.277 5.004 4.340
20 O -5.701 7.273 0.087
21 O -2.051 -1.809 3.288
22 O -1.630 -2.676 0.607
23 O 1.836 3.296 -0.142
24 O 1.436 -10.135 0.109
25 O -1.120 2.994 -6.320
26 O 1.872 -2.708 -0.951
27 O -0.774 -1.344 -0.991
28 N -1.413 0.616 3.585
29 N 0.044 -0.721 1.545
30 N 2.478 0.348 -0.877
31 C -6.254 5.451 -1.294
32 C -4.806 7.370 -2.087
33 C 6.310 -1.742 1.342
34 C 1.489 0.515 -1.936
35 C -3.756 1.462 -3.604
36 C -3.362 2.745 -5.657
37 C 0.334 -7.515 2.230
38 C -5.352 5.497 -3.573
39 C 0.487 0.615 0.899
40 C -10.405 3.205 1.411
41 C -1.437 1.757 -4.346
42 C 10.611 -4.413 -2.341
43 C 2.700 -7.100 1.435
44 C -5.597 6.744 -1.001
45 C 1.536 -6.653 2.231
46 C -2.295 1.257 -3.460
47 C -4.221 2.244 -4.772
48 C -10.162 5.857 2.453
49 C -1.905 2.540 -5.514
50 C 3.790 2.858 1.382
51 C 10.071 -3.875 -1.249
52 C 5.331 -0.781 1.415
53 C 3.865 -1.272 1.166
54 C 7.765 -4.149 -2.255
55 C 2.662 -0.338 1.600
56 C 2.047 0.711 0.510
57 C -6.142 4.872 -2.487
58 C -9.746 4.274 0.627
59 C 1.416 -1.400 1.564
60 C -10.822 4.787 3.237
61 C -9.663 5.620 1.242
62 C -10.904 3.442 2.622
63 C 8.303 -4.687 -3.347
64 C 2.201 1.122 3.867
65 C -2.789 -0.284 0.385
66 C 2.670 -8.237 0.743
67 C 8.607 -3.702 -1.123
68 C 9.769 -4.861 -3.475
69 C 3.630 1.009 -1.402
70 C 0.301 -8.653 1.538
71 C 3.087 0.153 3.017
72 C 1.466 -9.102 0.740
73 C -4.693 6.792 -3.281
74 B 2.505 2.289 0.599
75 H 2.754 -3.726 0.930
76 H -11.389 2.672 3.209
77 H -1.968 0.683 -2.603
78 H -0.367 1.618 -4.257
79 H -4.121 7.235 -4.087
80 H -4.332 8.315 -1.856
81 H -3.687 3.320 -6.515
82 H 0.463 -2.114 4.353
83 H 5.650 0.246 1.692
84 H -6.617 3.927 -2.718
85 H 6.142 -2.727 1.852
86 H -5.289 2.384 -4.862
87 H 3.873 -1.550 0.084
88 H -0.232 0.883 0.072
89 H -9.179 6.390 0.655
90 H 3.814 -2.172 1.848
91 H 2.474 0.959 4.948
92 H -0.983 0.950 4.453
93 H 7.240 -1.634 0.757
94 H 3.538 3.442 2.298
95 H 4.593 2.091 1.545
96 H -1.627 -2.695 3.387
97 H 3.272 -0.774 3.637
98 H 0.552 -3.913 0.744
99 H -10.457 2.228 0.945
100 H 1.684 -1.931 2.536
101 H -0.569 -9.297 1.525
102 H 6.696 -4.014 -2.145
103 H 2.235 3.400 -1.026
104 H -10.110 6.834 2.918
105 H -0.508 -7.172 2.817
106 H 4.068 0.696 3.055
107 H 4.268 3.604 0.681
108 H 10.670 -3.542 -0.411
109 H 3.513 -8.579 0.156
110 H 2.486 2.192 3.678
111 H -6.827 5.007 -0.490
112 H 7.702 -5.020 -4.185
113 H 1.101 1.069 3.808
114 H 11.679 -4.548 -2.451
115 H 3.570 -6.455 1.449

Atoms 1-3, force components in eV/Å:
-1.853 -6.649 -6.516
1.660 -0.563 -2.837
-2.710 2.794 7.512

No. 2
Computed, not measured: C43H41CaN8OP2SSe2 as an isolated structure in a non-equilibrium geometry, with ωB97M-V/def2-TZVPD.

Its net charge is +1. The calculated total energy comes out at -237769.685 eV. As for the highest occupied orbital energy: -9.554 eV. The frontier orbital gap is 6.67 eV. The value obtained for the energy relative to the best compared isomer or geometry (same formula, charge and spin) is 0.00 kJ/mol. The LUMO energy is -2.884 eV.

Cartesian coordinates (Å):
1 Se 1.689 0.025 2.032
2 Se -4.306 0.623 2.816
3 Ca 1.838 0.100 -0.762
4 S 5.358 0.293 0.336
5 P -0.489 0.118 2.108
6 P -4.229 0.425 0.729
7 O 1.922 -1.762 -1.744
8 N 1.104 -3.821 -1.366
9 N 2.137 2.013 -2.173
10 N 4.140 1.030 -0.635
11 N -1.231 0.415 -1.686
12 N -0.462 0.310 -0.614
13 N 5.470 2.918 -1.093
14 N 3.285 -3.526 -2.144
15 N -2.492 0.421 -1.345
16 C 1.017 3.825 -3.255
17 C -1.407 3.952 3.001
18 C -6.399 -3.397 -0.623
19 C -5.313 2.968 0.543
20 C -1.701 3.904 4.357
21 C 8.057 0.489 -0.072
22 C -1.262 0.244 0.477
23 C -5.322 1.703 -1.509
24 C -0.468 -1.752 4.128
25 C 3.841 -4.706 -1.482
26 C -5.910 4.034 -0.117
27 C -5.047 -1.082 0.137
28 C 2.098 -3.011 -1.756
29 C -0.074 -3.217 -0.744
30 C -5.008 1.803 -0.152
31 C -4.412 -2.042 -0.644
32 C 6.815 1.080 -0.253
33 C -2.563 0.338 0.004
34 C 2.045 4.677 -2.917
35 C 1.041 -5.220 -1.777
36 C 4.318 2.197 -1.140
37 C 1.103 2.495 -2.864
38 C -2.402 -3.378 2.979
39 C -6.213 3.934 -1.465
40 C 3.139 4.176 -2.221
41 C -2.016 -2.207 2.343
42 C -5.087 -3.199 -1.017
43 C -7.040 -2.436 0.152
44 C -0.869 -2.910 4.771
45 C -1.840 -3.723 4.197
46 C -5.922 2.765 -2.160
47 C -1.046 2.797 2.328
48 C 7.885 2.978 -1.277
49 C 3.153 2.840 -1.872
50 C 4.250 -2.607 -2.734
51 C -1.638 2.697 5.040
52 C 6.741 2.322 -0.861
53 C -1.062 -1.378 2.921
54 C -0.989 1.586 3.010
55 C 9.213 1.152 -0.461
56 C -1.287 1.538 4.368
57 C -6.368 -1.290 0.535
58 C 9.127 2.398 -1.065
59 H 0.325 -1.155 4.562
60 H -0.532 -2.471 -1.396
61 H 0.183 -2.748 0.209
62 H 0.003 -5.463 -1.998
63 H 1.400 -5.904 -1.007
64 H 4.988 -3.199 -3.273
65 H 1.624 -5.359 -2.685
66 H 10.018 2.921 -1.380
67 H -5.092 0.799 -2.057
68 H 7.805 3.944 -1.759
69 H -3.159 -4.006 2.528
70 H -3.398 -1.885 -0.984
71 H -6.167 2.683 -3.210
72 H -6.147 4.938 0.428
73 H -1.881 2.655 6.092
74 H 5.501 3.768 -1.631
75 H 0.153 4.169 -3.804
76 H 4.904 -4.530 -1.330
77 H -1.290 0.599 4.901
78 H -6.927 -4.293 -0.919
79 H -0.832 2.839 1.265
80 H -6.686 4.762 -1.976
81 H -5.085 3.026 1.599
82 H 8.127 -0.487 0.391
83 H 3.760 -1.946 -3.444
84 H -6.866 -0.560 1.161
85 H 3.938 4.845 -1.936
86 H -2.474 -1.944 1.401
87 H -1.988 4.805 4.880
88 H -4.587 -3.940 -1.628
89 H -0.416 -3.184 5.713
90 H 3.725 -5.617 -2.069
91 H 0.299 1.800 -3.087
92 H 10.176 0.692 -0.296
93 H -2.149 -4.630 4.699
94 H -0.786 -4.015 -0.544
95 H -8.065 -2.587 0.463
96 H 4.761 -2.008 -1.972
97 H 3.380 -4.849 -0.506
98 H -1.467 4.889 2.466
99 H 2.013 5.725 -3.182

Atoms 1-3, force components in eV/Å:
-0.335 0.076 0.277
0.029 -0.064 0.036
0.383 0.341 0.092

No. 3
Computed, not measured: C43H42CdN6OPS as an isolated structure in a non-equilibrium geometry, with ωB97M-V/def2-TZVPD.

Its net charge is +1. The calculated total energy comes out at -80943.214 eV. As for the highest occupied orbital energy: -9.059 eV. The frontier orbital gap is 6.72 eV. The value obtained for the energy relative to the best compared isomer or geometry (same formula, charge and spin) is 360.12 kJ/mol. The LUMO energy is -2.335 eV.

Cartesian coordinates (Å):
1 Cd -0.230 -0.875 -0.003
2 S 4.353 -1.167 -3.869
3 P -1.522 1.233 1.368
4 O -0.095 0.845 -1.881
5 N -0.949 2.106 -3.543
6 N 4.401 -0.832 0.804
7 N 1.333 1.440 -3.502
8 N 2.191 -1.042 0.557
9 N 2.393 -0.493 -2.354
10 N -0.568 -2.183 -2.145
11 C -1.579 -3.294 1.245
12 C 1.691 1.591 -4.904
13 C 1.698 -1.527 2.978
14 C -4.271 4.163 2.076
15 C -0.537 -4.288 -3.272
16 C 4.494 -1.118 3.309
17 C -2.216 0.626 4.003
18 C 2.302 -1.621 4.215
19 C -1.915 -1.310 2.567
20 C -2.415 -2.124 3.627
21 C 2.505 -1.214 1.887
22 C 2.830 2.595 2.046
23 C 2.132 2.941 0.900
24 C -1.783 -1.975 -2.650
25 C 3.350 -0.844 -0.070
26 C -2.430 -2.874 -3.474
27 C -2.607 -0.196 5.064
28 C -3.589 5.090 2.847
29 C 0.840 2.486 0.717
30 C -2.738 -1.541 4.871
31 C 3.898 -1.054 2.063
32 C -2.543 -3.515 3.431
33 C 3.671 -1.403 4.383
34 C -3.630 3.018 1.640
35 C 0.068 1.449 -2.953
36 C 2.229 1.809 3.013
37 C -2.265 2.003 -2.937
38 C 0.227 1.694 1.688
39 C 0.038 -3.327 -2.459
40 C -1.880 0.104 2.774
41 C -1.804 -4.075 -3.805
42 C -1.449 -1.933 1.379
43 C 3.528 -0.780 -1.475
44 C -2.263 4.866 3.182
45 C 2.364 1.025 -2.607
46 C 4.667 -0.995 -2.208
47 C -1.619 3.723 2.749
48 C -0.886 3.130 -4.563
49 C 2.614 -1.378 -3.499
50 C -2.467 -5.060 -4.707
51 C -2.156 -4.088 2.254
52 C 0.924 1.374 2.846
53 C -2.299 2.785 1.978
54 H -5.304 4.336 1.811
55 H 3.840 2.949 2.187
56 H -1.726 5.583 3.786
57 H -1.952 -6.017 -4.696
58 H 0.126 3.340 -4.882
59 H 5.368 -0.705 0.558
60 H -2.187 1.694 4.168
61 H -4.088 5.985 3.186
62 H -2.942 -4.118 4.234
63 H 2.229 1.491 -1.628
64 H -2.229 1.299 -2.108
65 H -0.585 3.561 3.019
66 H 0.003 -5.196 -3.493
67 H 0.446 0.799 3.623
68 H 2.769 1.544 3.909
69 H -2.250 -1.032 -2.388
70 H -1.485 2.833 -5.426
71 H 2.494 0.894 -5.139
72 H 2.059 2.599 -5.122
73 H 0.846 1.363 -5.548
74 H -2.578 2.976 -2.553
75 H -4.158 2.291 1.037
76 H 1.988 -1.096 -4.341
77 H 1.698 -1.861 5.077
78 H -1.233 -3.795 0.346
79 H 0.640 -1.701 2.858
80 H -2.465 -4.682 -5.729
81 H -2.823 0.242 6.026
82 H -3.079 -2.187 5.666
83 H 3.334 1.294 -3.029
84 H 0.273 2.770 -0.158
85 H -1.308 4.056 -4.161
86 H -2.263 -5.153 2.103
87 H -2.988 1.668 -3.682
88 H 1.494 -0.725 -1.911
89 H -3.416 -2.650 -3.853
90 H 1.028 -3.471 -2.046
91 H 5.553 -0.959 3.440
92 H 4.093 -1.464 5.373
93 H 5.666 -1.103 -1.835
94 H 2.588 3.585 0.159
95 H -3.506 -5.208 -4.417

Atoms 1-3, force components in eV/Å:
0.429 -0.093 -0.692
-0.063 -0.083 0.332
0.052 0.371 0.766

No. 4
Computed, not measured: C43H42IrP2 as an isolated structure in a non-equilibrium geometry, with ωB97M-V/def2-TZVPD.

The multiplicity is 6. Its net charge is +2. The calculated total energy comes out at -66660.251 eV. As for the highest occupied orbital energy (alpha / beta): -10.579 / -14.261 eV. The frontier orbital gap (alpha / beta) is 4.95 / 5.90 eV. The value obtained for the energy relative to the best compared isomer or geometry (same formula, charge and spin) is 263.45 kJ/mol. The LUMO energy (alpha / beta) is -5.633 / -8.361 eV.

Cartesian coordinates (Å):
1 Ir -0.002 1.204 -1.595
2 P -1.551 -1.186 0.325
3 P 2.232 0.057 -0.151
4 C -0.184 2.766 -3.887
5 C -4.820 1.033 -0.696
6 C -2.920 -2.700 2.205
7 C 4.315 -3.133 1.547
8 C 4.150 4.092 -1.740
9 C 4.219 1.660 -1.764
10 C -3.154 2.657 -0.103
11 C -0.591 -0.367 2.798
12 C 5.965 -1.483 0.919
13 C 4.950 -0.641 0.492
14 C 1.489 0.989 1.270
15 C 5.641 -2.715 1.458
16 C 0.465 -0.176 -4.256
17 C -0.857 -0.186 4.119
18 C 0.105 -0.485 5.076
19 C -0.802 -0.851 -3.820
20 C 4.675 2.901 -2.231
21 C -2.199 0.181 4.400
22 C -0.720 -0.437 1.587
23 C -2.585 -2.506 0.860
24 C -0.151 -1.753 -0.703
25 C 3.611 -1.067 0.531
26 C -2.229 1.642 0.202
27 C 0.868 2.134 -3.034
28 C 3.281 -2.328 1.087
29 C -4.114 -4.656 1.429
30 C -1.473 2.015 -4.014
31 C -3.762 -4.449 0.072
32 C -0.300 -0.451 6.401
33 C -1.621 -0.119 6.708
34 C -1.654 1.286 -2.661
35 C -3.021 -3.324 -0.201
36 C -3.741 -3.806 2.465
37 C 1.126 0.639 -3.135
38 C -1.311 -0.092 -2.605
39 C 3.193 1.607 -0.812
40 C -2.558 0.198 5.735
41 C 1.136 -1.270 -0.873
42 C 2.651 2.812 -0.388
43 C -3.919 0.015 -0.424
44 C -4.446 2.364 -0.507
45 C -2.614 0.276 0.043
46 C 3.133 4.034 -0.799
47 H -3.597 0.445 5.991
48 H 1.759 -1.967 -1.411
49 H 0.404 -0.696 7.189
50 H -4.048 -4.015 3.498
51 H 2.252 -2.709 1.106
52 H -1.883 -0.779 -1.966
53 H 1.637 2.808 0.052
54 H -1.190 1.935 0.404
55 H 1.590 0.132 1.911
56 H 6.989 -1.178 0.735
57 H -4.030 -5.150 -0.727
58 H -1.492 -0.845 -4.689
59 H 4.525 5.032 -2.104
60 H 1.175 -0.937 -4.625
61 H 5.447 2.920 -3.014
62 H 0.570 1.523 1.720
63 H -0.392 3.704 -3.375
64 H -2.839 3.701 -0.163
65 H -5.173 3.127 -0.742
66 H 0.177 3.028 -4.869
67 H 1.687 2.687 -2.676
68 H -2.889 0.386 3.609
69 H 0.204 0.433 -5.174
70 H -5.791 0.758 -1.127
71 H 2.625 4.973 -0.525
72 H -0.448 -2.557 -1.393
73 H 4.102 -4.121 1.923
74 H 6.445 -3.370 1.749
75 H 2.127 0.236 -2.852
76 H -2.573 -2.036 3.005
77 H -4.212 -1.015 -0.638
78 H 2.244 1.677 1.627
79 H -1.518 1.454 -4.938
80 H -4.688 -5.550 1.648
81 H 4.661 0.744 -2.098
82 H 5.202 0.313 0.031
83 H 1.110 -0.798 4.780
84 H -2.425 1.716 -2.060
85 H -2.758 -3.075 -1.238
86 H -2.287 2.723 -4.100
87 H -1.936 -0.128 7.754
88 H -0.666 -1.911 -3.558

Atoms 1-3, force components in eV/Å:
-0.019 -2.739 4.616
1.895 0.666 -0.006
0.391 -0.245 0.649

Question: What is the formula in the second record?
Answer: C43H41CaN8OP2SSe2

Question: Which formula does entry 1 have?
Answer: C43H41BF6N3O18P2S

Question: The highest calculated total energy belongs to which entry?
Answer: C43H42IrP2